{"formula": "C37H50BF20O14Si", "method": "ωB97M-V/def2-TZVPD", "species": ["C", "Si", "C", "C", "C", "C", "F", "F", "C", "O", "B", "C", "O", "C", "F", "F", "F", "O", "C", "C", "C", "O", "C", "C", "C", "C", "C", "C", "H", "H", "H", "H", "H", "H", "H", "H", "H", "H", "H", "H", "H", "H", "H", "H", "H", "H", "H", "H", "H", "H", "H", "H", "H", "C", "C", "O", "C", "O", "C", "F", "F", "F", "H", "H", "H", "H", "H", "C", "C", "O", "C", "O", "C", "F", "F", "F", "H", "H", "H", "H", "H", "C", "C", "O", "C", "O", "C", "F", "F", "F", "H", "H", "H", "H", "H", "C", "C", "O", "C", "O", "C", "F", "F", "F", "H", "H", "H", "H", "H", "C", "C", "O", "C", "O", "C", "F", "F", "F", "H", "H", "H", "H", "H"], "coordinates": [[2.50227, 0.37121, -4.42449], [1.09451, 0.77057, -3.21155], [1.74568, 1.94591, -1.82927], [-0.37916, 1.68921, -4.00754], [-0.72650, 1.19897, -5.46699], [-2.22928, 1.59764, -5.76310], [-2.46529, 1.77254, -7.11515], [-2.37239, 2.87777, -5.18908], [-3.24824, 0.66763, -5.02295], [-4.37888, 1.50478, -4.83122], [-5.55432, 0.61130, -4.71606], [-5.62249, 0.23307, -3.10913], [-6.96639, -0.17752, -2.64403], [-7.28559, 0.34946, -1.46314], [-6.34436, 0.10384, -0.48827], [-7.53174, 1.70530, -1.52294], [-8.46565, -0.20204, -1.02218], [-5.26274, -0.45913, -5.68710], [-3.85019, -0.62134, -5.75598], [-3.22595, -1.13185, -7.09924], [-2.86525, -2.66632, -7.02769], [-1.77667, -2.90292, -6.10062], [0.35662, -0.75783, -2.33308], [0.58561, -1.01701, -0.91883], [-0.01452, -2.16229, -0.25443], [-0.84610, -3.02346, -1.06346], [-1.05761, -2.80459, -2.46793], [-0.45379, -1.66940, -3.12019], [2.06198, -0.01507, -5.37574], [3.04444, 1.32794, -4.60760], [3.19440, -0.38150, -3.96931], [2.41682, 2.69871, -2.31652], [0.87655, 2.52927, -1.42828], [2.25802, 1.38131, -1.01828], [-1.28341, 1.60299, -3.35339], [-0.11596, 2.77818, -4.07023], [-0.61182, 0.10014, -5.62176], [-0.06137, 1.73383, -6.19338], [-2.86484, 0.31315, -4.02925], [-6.54321, 1.27564, -4.88489], [-4.88939, -0.57748, -2.82104], [-5.35205, 1.16070, -2.53730], [-3.69187, -1.50319, -5.06118], [-4.03378, -1.05622, -7.87994], [-2.29630, -0.61156, -7.42051], [-2.46220, -2.92589, -8.04593], [-3.75418, -3.30727, -6.83850], [-0.97112, -2.85524, -6.63480], [1.22351, -0.35330, -0.29549], [0.15076, -2.32813, 0.83043], [-1.34417, -3.90487, -0.60210], [-1.68665, -3.49971, -3.05832], [-0.63900, -1.53684, -4.20492], [8.98557, 0.75668, -6.35679], [8.18367, -0.50795, -6.12240], [6.77272, -0.23533, -6.09821], [6.19846, -0.02140, -7.28533], [6.77123, -0.04316, -8.33675], [4.69838, 0.22388, -7.11599], [4.44003, 1.13895, -6.16304], [4.05279, -0.90259, -6.76772], [4.12425, 0.66415, -8.24110], [8.73289, 1.51171, -5.60977], [10.05481, 0.54910, -6.30651], [8.76730, 1.19084, -7.33311], [8.43480, -0.92234, -5.14586], [8.40953, -1.27538, -6.86536], [-2.15781, -2.22911, 5.40597], [-1.02161, -1.43158, 6.01145], [0.17475, -2.22942, 6.11887], [0.84535, -2.43262, 4.98321], [0.52567, -2.00622, 3.91262], [2.10208, -3.26322, 5.24810], [1.84456, -4.36109, 5.98158], [3.03018, -2.55343, 5.92421], [2.68231, -3.68484, 4.12109], [-2.32783, -3.14302, 5.97899], [-3.07579, -1.64203, 5.39045], [-1.93021, -2.53363, 4.38358], [-1.29104, -1.13552, 7.01958], [-0.82036, -0.51662, 5.45027], [-3.96699, -5.42943, 10.80876], [-2.53187, -5.04219, 10.51311], [-2.46713, -3.87707, 9.67147], [-2.72028, -2.71024, 10.26831], [-2.98927, -2.57570, 11.42640], [-2.58641, -1.56143, 9.26822], [-3.26049, -1.79171, 8.12440], [-1.29855, -1.34869, 8.92126], [-3.04744, -0.40417, 9.74951], [-4.52239, -5.57118, 9.87960], [-4.00457, -6.35053, 11.39067], [-4.48208, -4.64925, 11.37034], [-2.04341, -5.84711, 9.96390], [-1.95774, -4.88215, 11.42770], [-2.85048, 7.45182, -5.36286], [-2.72219, 6.31450, -4.36939], [-1.51803, 6.44038, -3.58555], [-1.53988, 7.35787, -2.62178], [-2.47071, 8.06903, -2.36799], [-0.21486, 7.35791, -1.85657], [0.84842, 7.39518, -2.68101], [-0.08263, 6.25449, -1.09888], [-0.10424, 8.41037, -1.03469], [-1.96060, 7.50903, -5.99346], [-3.72740, 7.31194, -5.99487], [-2.94305, 8.41452, -4.85730], [-2.64625, 5.36906, -4.90634], [-3.59471, 6.24359, -3.71817], [3.44708, -0.06774, 8.52487], [4.47044, -1.17667, 8.38505], [5.77909, -0.73306, 8.79153], [5.97960, -0.63287, 10.10649], [5.16318, -0.88236, 10.94632], [7.41341, -0.18412, 10.39527], [7.76681, 0.88692, 9.66328], [8.29942, -1.15843, 10.11643], [7.59017, 0.14799, 11.67937], [3.76549, 0.81661, 7.96926], [2.47508, -0.39265, 8.15231], [3.32994, 0.23705, 9.56562], [4.55169, -1.46415, 7.33865], [4.18043, -2.06929, 8.94264]], "mulliken_charge": [-1.034, 0.152, -1.182, -0.287, -0.841, 0.405, -0.382, -0.262, 0.259, -1.123, 1.180, -0.406, -0.364, 0.919, -0.263, -0.262, -0.294, -0.768, 0.646, -0.398, -0.846, -0.436, 0.662, -0.442, -0.505, -0.477, -0.607, 0.145, 0.265, 0.294, 0.472, 0.313, 0.259, 0.303, 0.364, 0.385, 0.047, 0.419, -0.033, -0.334, 0.029, 0.283, -0.122, 0.266, 0.248, 0.433, 0.297, 0.272, 0.123, 0.455, 0.297, 0.382, 0.044, -1.109, -0.225, -0.290, 0.189, -0.530, 1.118, -0.249, -0.256, -0.260, 0.303, 0.374, 0.322, 0.315, 0.315, -1.214, -0.039, -0.320, 0.333, -0.517, 0.891, -0.259, -0.248, -0.247, 0.263, 0.361, 0.436, 0.204, 0.328, -1.117, -0.241, -0.246, 0.168, -0.524, 1.139, -0.256, -0.306, -0.248, 0.305, 0.375, 0.328, 0.324, 0.313, -1.248, 0.227, -0.259, 0.329, -0.528, 0.905, -0.250, -0.248, -0.253, 0.320, 0.382, 0.332, -0.018, 0.339, -0.997, -0.068, -0.325, 0.322, -0.507, 0.902, -0.246, -0.253, -0.243, 0.331, 0.220, 0.342, 0.237, 0.302], "e_lumo_ev": 1.41, "charge": -1, "homo_lumo_gap_ev": 6.17}